# 1
This record from the OMol25 dataset describes a 2-piece molecular cluster, CH2N2O2S overall in a non-equilibrium geometry. The level of theory is ωB97M-V with the def2-TZVPD basis set.

Element x y z (Å)
1 C -0.6758 -0.6895 -0.7645
2 N -0.4908 1.2450 0.9261
3 N 0.7205 -0.5773 -0.7136
4 O 1.1547 -1.0623 0.2927
5 O 1.3721 0.0355 -1.5551
6 S -2.0776 -1.3224 -0.8272
7 H 0.4234 1.4320 0.6795
8 H -0.4265 0.9390 1.9622

Properties
**LUMO (spin up / spin down)**: -0.0864 / -0.1245 hartree
**Net charge**: 0
**Total energy**: -18970.114 eV

# 2
This record from the OMol25 dataset describes a 2-piece molecular cluster, C5H8BrO2S overall in a non-equilibrium geometry. The level of theory is ωB97M-V with the def2-TZVPD basis set.

Element x y z (Å)
1 C 0.7348 0.8852 1.1308
2 C 0.1408 -0.0786 -1.1865
3 C -0.5274 -1.3778 0.8425
4 C -1.7896 1.8717 0.2458
5 C 0.0150 -0.0273 0.3033
6 O 1.5131 1.7002 0.3659
7 O 0.8951 0.8720 2.3777
8 S -1.5532 2.7757 -1.1108
9 Br -3.1382 0.4166 0.3525
10 H -0.7361 -0.4006 -1.6766
11 H 0.9270 -0.7576 -1.4267
12 H 0.2583 0.8966 -1.5056
13 H -1.5547 -1.7097 0.3113
14 H -0.6403 -1.2580 2.0237
15 H 0.1278 -2.1826 0.6789
16 H -1.5160 2.1859 1.2492
17 H 1.5272 2.4978 0.7745

Properties
**LUMO (spin up / spin down)**: 0.1185 / 0.1185 hartree
**Net charge**: -1
**Total energy**: -90286.821 eV

# 3
This record from the OMol25 dataset describes an isolated ion of composition C5H11N2O and charge -1 in a non-equilibrium geometry. The level of theory is ωB97M-V with the def2-TZVPD basis set.

Element x y z (Å)
1 N 3.0638 0.5178 0.8054
2 C 1.7530 -0.0219 0.9728
3 C 0.9932 -0.1843 -0.1588
4 N 1.4094 0.0469 -1.5163
5 C -0.3960 -0.6356 -0.0302
6 C -1.5408 0.4580 -0.3038
7 C -3.0077 -0.1465 0.0375
8 O -4.0560 0.6869 -0.3482
9 H 3.7061 0.1032 1.4414
10 H 3.0461 1.5496 0.9699
11 H 1.3446 -0.1876 1.9787
12 H 2.3335 0.3352 -1.5220
13 H 1.2716 -0.6999 -2.2022
14 H -0.6025 -1.5314 -0.6697
15 H -0.5152 -1.0540 1.0344
16 H -1.3479 1.3490 0.3307
17 H -1.4757 0.8904 -1.3971
18 H -3.0577 -1.1026 -0.5606
19 H -2.9220 -0.3732 1.1380

Properties
**LUMO**: 0.1220 hartree
**Net charge**: -1
**Total energy**: -10389.536 eV

# 4
This record from the OMol25 dataset describes one molecule with the formula C6H8N2O2S in a non-equilibrium geometry. The level of theory is ωB97M-V with the def2-TZVPD basis set.

Element x y z (Å)
1 N -1.2273 -1.3404 1.3171
2 C -1.1275 -0.0484 0.7321
3 C -2.3423 0.7912 0.6612
4 C -2.2957 2.0377 0.1844
5 C -1.0902 2.5882 -0.4057
6 C -0.0166 1.7080 -0.4231
7 C -0.0762 0.3068 0.0099
8 S 1.2015 -0.8447 -0.2141
9 N 1.9321 -0.3711 -1.7680
10 O 0.6302 -2.1889 -0.3260
11 O 2.1416 -0.6505 0.8508
12 H -2.1642 -1.4564 1.6005
13 H -0.7361 -2.1487 0.7509
14 H -3.3061 0.4729 0.9237
15 H -3.2971 2.5755 0.0064
16 H -0.9788 3.6286 -0.7326
17 H 0.9752 2.0693 -0.9351
18 H 1.9259 -1.4791 -2.3438
19 H 2.9407 0.2471 -1.4392

Properties
**LUMO**: 0.0074 hartree
**Net charge**: 0
**Total energy**: -24258.987 eV

# 5
This record from the OMol25 dataset describes a 2-piece molecular cluster, CH6N3S overall in a non-equilibrium geometry. The level of theory is ωB97M-V with the def2-TZVPD basis set.

Element x y z (Å)
1 S -1.1135 -2.6604 0.0272
2 H -0.7159 -3.5950 -0.8369
3 N 0.7982 -0.3325 0.2472
4 C -0.0120 0.7651 -0.0343
5 N 0.4770 1.9736 0.5095
6 N -1.0284 0.7744 -0.8183
7 H 0.3128 -1.2916 0.0897
8 H 1.1529 -0.2651 1.1950
9 H 1.4633 2.0928 0.3206
10 H -0.0505 2.7661 0.1748
11 H -1.2840 -0.2275 -0.8745

Properties
**LUMO**: 0.1519 hartree
**Net charge**: -1
**Total energy**: -16441.537 eV

# 6
This record from the OMol25 dataset describes a 2-piece molecular cluster, C4H9O2P overall in a non-equilibrium geometry. The level of theory is ωB97M-V with the def2-TZVPD basis set.

Element x y z (Å)
1 C -1.4247 -0.2117 -0.3382
2 C -2.3436 0.2303 0.7465
3 C 2.4225 -1.3678 0.2632
4 C -0.9115 0.9568 -1.1143
5 O -1.1411 -1.3474 -0.6108
6 O 2.3549 -0.0084 -0.2092
7 P 1.4748 1.1565 0.4989
8 H -1.7398 0.3600 1.7769
9 H -2.7598 1.2772 0.6167
10 H -3.2460 -0.4605 0.7826
11 H 1.8138 -1.5671 1.2176
12 H 3.4220 -1.6151 0.4272
13 H 2.0649 -2.0412 -0.6034
14 H -0.1105 0.8762 -1.8592
15 H -1.3790 1.9615 -0.8890
16 H 1.5031 1.8005 -0.7054

Properties
**LUMO (spin up / spin down)**: -0.0208 / -0.0331 hartree
**Net charge**: 0
**Total energy**: -17674.031 eV

# 7
This record from the OMol25 dataset describes C33H28Cl5CrN4O7 as an isolated structure in a non-equilibrium geometry. The level of theory is ωB97M-V with the def2-TZVPD basis set.

Element x y z (Å)
1 Cr 0.6225 -0.4373 0.4414
2 C 1.7898 -0.7457 4.5490
3 O 0.5753 -0.2824 5.1443
4 C -0.5236 0.0752 4.4192
5 C -1.5761 0.5446 5.1854
6 C -2.7728 0.9574 4.6123
7 C -2.9028 0.9054 3.2423
8 C -1.8533 0.4438 2.4474
9 C -2.0580 0.4797 1.0115
10 N -1.1761 0.2292 0.1387
11 N -1.5545 0.3712 -1.2141
12 C -0.5176 0.1222 -1.9493
13 O 0.6728 -0.1787 -1.4803
14 C -0.6643 0.2536 -3.4207
15 C 0.4769 0.2547 -4.2112
16 C 0.3746 0.4088 -5.5885
17 C -0.8741 0.5540 -6.1819
18 C -2.0197 0.5425 -5.3917
19 C -1.9167 0.3912 -4.0154
20 C -0.6467 -0.0026 3.0200
21 O 0.3578 -0.4925 2.2917
22 H 2.4556 -0.9325 5.3882
23 H 2.2375 0.0038 3.8962
24 H 1.6457 -1.6635 3.9850
25 H -1.4313 0.5775 6.2602
26 H -3.5844 1.3095 5.2371
27 H -3.8255 1.2197 2.7609
28 H -3.0410 0.7601 0.6405
29 H 1.4415 0.1297 -3.7322
30 H 1.2671 0.4035 -6.2025
31 H -0.9557 0.6621 -7.2574
32 H -2.9954 0.6377 -5.8534
33 H -2.7968 0.3724 -3.3828
34 Cl 3.0717 -0.9645 0.6059
35 C 3.0105 0.7239 1.0904
36 C 1.7462 1.2711 0.9410
37 C 1.6152 2.5432 1.4708
38 Cl 0.0410 3.3278 1.4649
39 C 2.6905 3.2546 2.0176
40 Cl 2.4832 4.8822 2.5587
41 C 3.9468 2.6584 2.0995
42 Cl 5.2859 3.5166 2.7533
43 C 4.1066 1.3495 1.6490
44 Cl 5.6148 0.5323 1.7815
45 O -1.7771 -2.5833 1.2633
46 C -0.7978 -3.0485 0.6981
47 O 0.2519 -2.3906 0.2672
48 C -0.7367 -4.5350 0.4433
49 C 0.3410 -5.1081 -0.2132
50 C 0.4048 -6.4888 -0.4467
51 C -0.6492 -7.2370 0.0055
52 O -0.8221 -8.5927 -0.0873
53 C -2.1003 -8.8740 0.4974
54 O -2.6263 -7.6462 1.0014
55 C -1.7232 -6.6681 0.6556
56 C -1.8029 -5.3258 0.8950
57 H 1.1407 -4.4631 -0.5505
58 H 1.2438 -6.9473 -0.9564
59 H -1.9775 -9.5816 1.3125
60 H -2.7682 -9.2766 -0.2615
61 H -2.6380 -4.8643 1.4075
62 N 0.7452 5.5554 -1.7833
63 C 1.8142 4.6396 -1.2189
64 C 1.6517 3.2872 -1.9017
65 N 0.3122 2.7502 -1.7747
66 C -0.7322 3.6484 -2.2112
67 C -0.6489 5.0134 -1.5383
68 H 0.8829 5.6147 -2.7904
69 H 0.8402 6.4932 -1.4083
70 H 1.6292 4.5629 -0.1488
71 H 2.7861 5.1015 -1.3959
72 H 2.3653 2.5861 -1.4708
73 H 1.8923 3.3954 -2.9703
74 H 0.1412 2.3838 -0.8442
75 H -1.7032 3.1962 -2.0037
76 H -0.6593 3.7793 -3.3018
77 H -0.7573 4.9198 -0.4619
78 H -1.3655 5.7346 -1.9296

Properties
**⟨S²⟩**: 0.76
**LUMO (spin up / spin down)**: -0.0359 / -0.0359 hartree
**Net charge**: 0
**Spin multiplicity**: 2
**Total energy**: -146000.484 eV

# 8
This record from the OMol25 dataset describes C33H27AsN3O8PtS as an isolated structure. The level of theory is ωB97M-V with the def2-TZVPD basis set.

Element x y z (Å)
1 Pt 1.3523 -1.3913 -0.3074
2 O 6.0164 -0.5630 3.0232
3 C 4.9316 -0.7157 3.7631
4 O 4.9396 -0.6679 4.9608
5 C 3.6354 -0.9596 3.0524
6 C 2.4332 -1.1351 3.7144
7 N 1.4764 -1.3233 2.7968
8 N 2.0051 -1.3023 1.5783
9 C 3.3071 -1.0746 1.7008
10 C 4.0695 -0.9801 0.4280
11 O 5.2563 -0.7683 0.3923
12 O 3.3262 -1.1421 -0.6482
13 H 5.8467 -0.6176 2.0572
14 H 2.2283 -1.1486 4.7717
15 H 0.4998 -1.5555 2.9196
16 C 1.4171 -1.2292 -4.6993
17 C 1.9232 -0.9556 -3.3094
18 O 0.9931 -1.5971 -2.3427
19 H 2.0235 -0.6678 -5.4101
20 H 0.3818 -0.9065 -4.8056
21 H 1.5000 -2.2853 -4.9614
22 H 1.8959 0.0946 -3.0389
23 H 2.9170 -1.3552 -3.1168
24 H 0.9324 -2.5410 -2.5610
25 O 1.8529 4.0152 1.4715
26 C 1.4801 4.0376 0.1878
27 C 1.2576 5.2879 -0.3969
28 C 0.8560 5.3802 -1.7102
29 C 0.6620 4.2339 -2.4858
30 C 0.8765 3.0003 -1.9161
31 C 1.2854 2.8753 -0.5816
32 C 1.4502 1.5518 0.0463
33 O 1.8062 1.3935 1.2046
34 O 1.1407 0.5377 -0.7594
35 H 1.9815 3.0769 1.7248
36 H 1.4149 6.1695 0.2095
37 H 0.6929 6.3574 -2.1461
38 H 0.3497 4.3176 -3.5172
39 H 0.7140 2.1005 -2.4943
40 S 1.8192 -3.7058 -0.2855
41 C 1.3123 -4.1920 1.2403
42 N 0.9723 -4.5254 2.2917
43 C -6.0381 -1.6145 -1.3213
44 C -5.6932 -0.5484 -0.5046
45 C -4.3998 -0.0412 -0.5224
46 C -3.4459 -0.6003 -1.3649
47 C -3.8041 -1.6576 -2.1989
48 C -5.0915 -2.1708 -2.1714
49 As -1.5933 0.0396 -1.4972
50 C -1.6238 1.2610 0.0133
51 C -1.8044 2.6320 -0.0469
52 C -1.7731 3.3736 1.1286
53 C -1.5645 2.7519 2.3553
54 C -1.3966 1.3800 2.4223
55 C -1.4186 0.6332 1.2469
56 C -1.2854 -0.8171 1.1628
57 C -1.6164 -1.6923 2.1891
58 C -1.7301 -3.0549 1.9312
59 C -1.5153 -3.5787 0.6584
60 C -1.1578 -2.7310 -0.3619
61 C -0.9886 -1.3303 -0.1525
62 H -7.0465 -2.0055 -1.3050
63 H -6.4325 -0.1061 0.1501
64 H -4.1452 0.7895 0.1239
65 H -3.0816 -2.0777 -2.8926
66 H -5.3602 -2.9930 -2.8214
67 H -1.9572 3.1318 -0.9953
68 H -1.8999 4.4473 1.0866
69 H -1.5258 3.3452 3.2584
70 H -1.2288 0.9032 3.3802
71 H -1.8971 -1.3058 3.1619
72 H -2.0255 -3.7220 2.7310
73 H -1.6282 -4.6383 0.4811
74 H -1.0632 -3.1271 -1.3661

Properties
**LUMO**: -0.2031 hartree
**Net charge**: +1
**Total energy**: -130423.968 eV